# 1
# C9H18KO9

A molecular structure, C9H18KO9 at a distorted geometry (ωB97M-V/def2-TZVPD, OMol25).

Each line ends with the natural charge from an NBO analysis.
Cartesian coordinates (Å):
K: 2.30286 1.42186 -25.71276  0.99
C: -2.16676 2.48316 -26.60068  -0.26
O: -2.32341 1.76876 -25.38090  -0.45
C: -1.45729 1.05671 -24.77939  1.02
O: -0.24711 0.99917 -25.13152  -0.77
O: -2.01408 0.47718 -23.74781  -0.45
C: -1.37052 -0.61549 -23.10636  -0.24
H: -1.44785 1.91813 -27.19399  0.18
H: -1.78751 3.50237 -26.52668  0.21
H: -3.13090 2.52838 -27.10713  0.23
H: -1.02029 -1.37959 -23.80033  0.16
H: -2.08942 -1.07412 -22.42743  0.24
H: -0.54004 -0.19543 -22.53894  0.20
C: 0.54116 2.44979 -21.44082  -0.27
O: 1.59706 1.50476 -21.04162  -0.48
C: 2.61722 1.27037 -21.90572  1.01
O: 2.81716 1.78436 -23.02520  -0.76
O: 3.43258 0.51612 -21.28916  -0.46
C: 4.75058 0.31450 -21.98746  -0.25
H: -0.42604 2.12783 -21.05486  0.21
H: 0.44715 2.57254 -22.51978  0.19
H: 0.79612 3.45471 -21.10431  0.22
H: 5.43800 -0.07425 -21.23618  0.23
H: 5.04874 1.31291 -22.30739  0.22
H: 4.63615 -0.39516 -22.80685  0.16
C: 0.44782 -2.89835 -26.14933  -0.29
O: 1.74877 -3.28555 -25.88000  -0.20
C: 2.63908 -2.44486 -25.45205  0.95
O: 2.41435 -1.27099 -25.25814  -0.61
O: 3.81989 -3.11155 -25.41337  -0.26
C: 5.04731 -2.36319 -25.27860  -0.29
H: -0.21706 -3.69941 -26.47235  0.27
H: 0.33136 -2.10732 -26.89014  0.30
H: -0.03894 -2.36073 -25.33561  0.29
H: 5.01579 -1.52880 -24.57797  0.23
H: 5.52298 -2.18335 -26.24271  0.28
H: 5.60073 -3.14176 -24.75358  0.26

The lowest unoccupied orbital energy (spin up / spin down) comes out at -0.222 / -0.510 hartree. The total charge is +2. For the HOMO energy (spin up / spin down), the calculation gives -16.5 / -16.5 eV. The value obtained for the HOMO-LUMO gap (spin up / spin down) is 10.4 / 2.6 eV. As for the multiplicity: 2.

=====

# 2
# C9H18LiO13P

A molecular structure, C9H18LiO13P at a distorted geometry (ωB97M-V/def2-TZVPD, OMol25).

Each line ends with the natural charge from an NBO analysis.
Cartesian coordinates (Å):
Li: -1.73714 -0.47507 -0.61700  0.90
P: -3.02014 -2.44407 -1.64300  2.56
O: -1.53814 -2.07707 -1.70100  -1.43
O: -3.14314 -3.96207 -1.07000  -1.31
O: -3.57414 -2.13807 -2.93000  -1.29
O: -3.36614 -1.41307 -0.72500  -1.38
C: 4.38786 0.78093 1.85600  -0.25
O: 3.79186 0.77393 0.53200  -0.53
C: 3.16486 -0.33307 0.06100  0.99
O: 3.44886 -1.44607 0.59100  -0.69
O: 2.26986 -0.22507 -0.93700  -0.53
C: 1.35786 -1.35207 -1.29600  -0.27
H: 4.03886 0.35693 2.72600  0.19
H: 4.41286 1.89393 2.22600  0.18
H: 5.32686 0.32993 1.59600  0.20
H: 2.07086 -2.12607 -1.62400  0.19
H: 0.65886 -0.78407 -2.13500  0.24
H: 0.58786 -1.66207 -0.45200  0.25
C: -0.61814 4.06993 -0.56500  -0.25
O: -0.85114 3.67393 -1.85600  -0.52
C: -1.07914 2.36293 -2.05800  0.99
O: -1.09114 1.59593 -1.13900  -0.66
O: -1.39014 2.00193 -3.32100  -0.49
C: -1.73614 0.74293 -3.58100  -0.29
H: 0.50586 3.77893 -0.52400  0.19
H: -1.30214 3.68493 0.20900  0.21
H: -0.67414 5.27193 -0.60000  0.17
H: -2.08814 0.73693 -4.54800  0.19
H: -2.52814 0.44293 -2.85200  0.24
H: -0.97614 -0.01307 -3.31500  0.22
C: 1.15286 0.53193 3.18300  -0.25
O: 0.38086 -0.64207 3.40400  -0.50
C: -0.66814 -0.88607 2.68100  0.99
O: -1.07114 -0.16507 1.85400  -0.64
O: -1.02414 -2.23307 2.71800  -0.53
C: -1.78414 -2.79207 1.75100  -0.26
H: 1.76586 0.76593 3.89800  0.16
H: 0.35186 1.34493 3.07800  0.19
H: 1.83986 0.76893 2.30800  0.19
H: -2.15614 -3.80107 2.22600  0.18
H: -1.44514 -2.67607 0.76300  0.25
H: -2.65214 -2.26407 1.82800  0.19

The energy above the lowest of the compared OMol25 structures with the same formula, charge and spin is 24.76 kcal/mol. The lowest unoccupied orbital energy comes out at 0.143 hartree. The total charge is -2. For the HOMO energy, the calculation gives 1.3 eV. The value obtained for the HOMO-LUMO gap is 2.6 eV. As for the multiplicity: 1.

=====

# 3
# C9H18LiO5

A molecular structure, C9H18LiO5 at a distorted geometry (ωB97M-V/def2-TZVPD, OMol25).

Each line ends with the natural charge from an NBO analysis.
Cartesian coordinates (Å):
Li: 1.13869 -0.56218 0.54695  0.91
C: 2.39147 -2.64797 -1.13257  -0.31
O: 2.42052 -2.27846 0.24321  -0.78
H: 3.10538 -1.81586 -1.53089  0.19
H: 1.76027 -2.04547 -1.75354  0.22
H: 2.61742 -3.59203 -1.54643  0.21
H: 3.16286 -2.33332 0.72419  0.49
C: 1.33720 1.54900 2.52650  -0.26
O: 2.14591 0.96901 1.56157  -0.76
H: 0.34682 1.50863 2.25025  0.19
H: 1.69623 2.49257 2.56388  0.18
H: 1.40691 1.35359 3.60460  0.19
H: 3.00559 1.28844 1.57641  0.50
C: -1.49218 -1.76960 1.36039  -0.25
O: -0.22863 -1.31216 1.71857  -0.78
H: -2.21229 -1.56210 2.24186  0.19
H: -1.47126 -2.89951 1.05742  0.19
H: -1.72221 -1.13468 0.61358  0.18
H: 0.05602 -2.05571 2.37161  0.50
C: -0.99117 -0.09288 -1.91981  -0.22
C: -2.40156 0.26123 -1.95170  -0.26
C: -2.71476 1.43157 -1.27778  0.31
C: -1.69959 2.36608 -0.72202  -0.24
C: -0.41231 1.87244 -0.68046  -0.27
C: -0.03384 0.79063 -1.43762  0.15
O: 1.24815 0.38416 -1.58945  -0.71
O: -4.06526 1.74951 -0.92363  -0.67
H: -0.68842 -0.90067 -2.46390  0.22
H: -3.06107 -0.31255 -2.49444  0.24
H: -2.18879 3.24164 -0.13017  0.25
H: 0.36161 2.41948 -0.02953  0.24
H: 1.31620 0.96761 -2.27304  0.50
H: -4.13392 2.66958 -1.10398  0.48

The energy above the lowest of the compared OMol25 structures with the same formula, charge and spin is 32.21 kcal/mol. The lowest unoccupied orbital energy comes out at -0.098 hartree. The total charge is +1. For the HOMO energy, the calculation gives -12.0 eV. The value obtained for the HOMO-LUMO gap is 9.3 eV. As for the multiplicity: 1.

=====

# 4
# C9H18N2

A single C9H18N2 molecule at a distorted geometry (ωB97M-V/def2-TZVPD, OMol25).

Each line ends with the natural charge from an NBO analysis.
Cartesian coordinates (Å):
C: -1.98167 -1.05973 -2.22048  -0.61
C: -2.38208 0.40571 -2.11975  -0.39
C: -1.44267 1.22758 -1.23638  -0.39
C: -0.01125 1.33830 -1.79839  -0.45
C: 0.91200 0.30944 -1.21077  -0.18
C: 1.38428 0.41219 0.02061  -0.19
C: 2.26498 -0.59291 0.69393  -0.42
C: 1.55028 -1.40987 1.78327  -0.43
C: 1.28153 -0.72425 3.08546  0.03
N: 1.21494 0.52599 3.25120  -0.24
N: 0.85634 1.04061 4.44240  -0.63
H: -2.66623 -1.59417 -2.87651  0.21
H: -0.97981 -1.15999 -2.62618  0.20
H: -1.99824 -1.53108 -1.23821  0.20
H: -3.39354 0.46812 -1.70943  0.20
H: -2.40487 0.84590 -3.12030  0.19
H: -1.86601 2.22765 -1.12875  0.20
H: -1.39731 0.78007 -0.24301  0.20
H: -0.03882 1.25420 -2.88486  0.20
H: 0.38412 2.32719 -1.55607  0.22
H: 1.17493 -0.54262 -1.82515  0.19
H: 1.11221 1.25708 0.63908  0.21
H: 3.11233 -0.07931 1.15314  0.21
H: 2.64021 -1.29413 -0.05391  0.20
H: 2.16432 -2.28713 2.00878  0.21
H: 0.60036 -1.78454 1.38557  0.22
H: 1.12244 -1.40798 3.93559  0.13
H: 1.20693 1.97668 4.57585  0.37
H: 0.94572 0.43919 5.26270  0.34

The energy above the lowest of the compared OMol25 structures with the same formula, charge and spin is 39.10 kcal/mol. The lowest unoccupied orbital energy comes out at 0.042 hartree. The structure (SMILES) is CCCC/C=C/CC/C=N/N. For the HOMO energy, the calculation gives -8.7 eV. The value obtained for the HOMO-LUMO gap is 9.8 eV. As for the multiplicity: 1.

=====

Sequential energy output: -44358.5976, -45733.3930, -20058.2645, -12603.5938 eV